Version i
Entry from the OMol25 dataset: 16 unconnected molecules or ions with the total composition C48H128O48S16 (wB97M-V/def2-TZVPD).

The value obtained for the HOMO energy is -10.67 eV.

```
240
C48H128O48S16 (wB97M-V/def2-TZVPD)
S 1.4403 -0.6794 -0.3924
S -2.3813 4.4034 0.6590
S 0.8972 3.6543 -1.9900
S -5.0132 -1.8226 -2.5630
S -4.9413 -6.7648 -2.9414
S 8.9330 0.4186 -2.6112
S 4.1226 0.0536 -5.5470
S -1.4674 -3.6571 3.9815
S -3.5227 0.6766 6.3549
S -0.6477 -3.8596 -4.2637
S 2.9146 -1.1373 3.9569
S 1.3543 5.5999 3.6892
S 1.3435 -5.9900 0.3705
S -4.6719 0.1660 1.8124
S 6.2609 2.9653 4.6385
S -2.5683 2.7604 -5.5294
O 3.2615 -2.3881 4.5952
O 0.4159 -5.0473 -0.2093
O 7.7679 1.2773 -1.9598
O -6.0157 -2.5133 -1.5808
O 1.0721 5.2310 -2.1997
O -0.5509 -4.7376 3.8249
O -0.3336 3.1462 -2.5114
O 0.4610 -7.1372 1.0757
O -0.1023 5.6816 3.7428
O -4.1653 -0.0183 5.2681
O 6.3127 1.6239 5.2159
O -1.4598 3.3081 0.6669
O 2.1372 -1.9027 -0.2485
O -4.7428 -5.7615 -1.7618
O 3.1736 -0.1677 -4.3270
O -2.2066 1.3423 5.8478
O -3.3735 0.3599 2.3909
O -5.9078 -6.1128 -3.8208
O 8.6448 -0.9847 -2.4564
O -1.1691 1.9715 -5.4690
O -3.2678 4.5521 -0.5164
O 7.5074 3.6513 4.1974
O -1.9232 -3.7404 -4.8497
O 2.4270 -6.5399 -0.4303
O 3.8339 -0.8934 2.7340
O -1.6601 -3.0052 5.2085
O 0.3653 -3.1243 -4.9211
O -0.4184 -5.3711 -4.3858
O -5.1106 -8.1306 -2.4430
O -4.2473 1.7650 7.0555
O -1.4792 5.7258 0.8766
O -2.8888 -4.2357 3.5034
O 1.5609 -1.0505 3.4066
O -2.1815 4.1365 -5.7360
O 0.9942 -0.3515 -1.7405
O -5.3816 -0.4276 -2.7389
O 4.4330 1.4777 -5.5965
O -4.7641 1.2987 0.7950
O 2.0957 6.6505 4.6643
O -3.5287 2.1223 -6.4262
O -4.9656 -1.1295 1.1680
O 2.0685 4.3965 3.9235
O 5.2346 2.9258 3.4503
O 1.3685 3.4713 -0.6194
O 0.2365 -0.7056 0.5881
O 10.1736 1.0192 -2.2306
O -3.7472 -2.1396 -1.9994
O 5.2344 -0.8389 -5.4871
C -1.0292 -2.4371 2.7002
C 2.9349 -1.5117 -3.9201
C 2.2403 3.2448 -3.1800
C -3.1401 2.6291 -3.8460
C 1.2467 -8.3068 1.6227
C -7.4062 -2.6124 -1.9075
C 5.4858 4.1698 5.8004
C -1.9256 -0.0965 -0.5626
C -5.8635 2.7618 -0.8308
C 5.2148 -1.4525 2.7836
C -4.0339 -3.5957 3.9865
C -2.9291 -0.5313 7.5210
C 1.2583 7.0066 -3.9473
C 1.7237 -5.8957 -5.5176
C -0.8778 -3.5040 -2.5961
C -0.9866 7.9371 0.1736
C -1.2768 0.6871 4.7875
C 1.4575 7.8861 5.1142
C 0.9920 -5.7999 -4.1798
C -5.9530 1.4565 -0.0160
C 4.4488 3.8840 1.4208
C -3.4560 4.4560 2.0962
C -5.8116 0.3831 2.9871
C 0.3320 5.9520 -3.3006
C 2.1315 8.2295 6.3771
C -7.8726 -3.3912 -0.7030
C -3.8146 -6.1724 -0.6770
C 8.7188 0.8140 -4.3540
C 6.3926 0.6925 -1.9630
C 5.9821 -0.6528 1.8240
C -0.9682 1.7659 3.8285
C -5.2036 -4.4794 3.6634
C 3.9172 -2.0374 -2.8572
C 5.0515 4.2222 2.7005
C 1.7059 6.3051 2.0571
C 2.5216 0.6033 0.2522
C -2.0256 7.0878 0.9470
C 2.1721 -5.2695 1.7184
C -3.3759 -6.6998 -3.6987
C -3.6745 -4.9584 0.2131
C -0.7647 0.3088 0.3772
C -5.1858 -2.6880 -4.1634
C 0.5648 -9.0142 2.7457
C 5.2880 1.6669 -2.4583
C 3.1887 0.1678 5.2134
C -1.2207 0.5739 -5.7480
C 3.1155 -0.3155 -6.9186
C -1.5611 -0.2930 -4.5782
H 2.1866 3.9116 -4.0564
H -1.2106 -2.4954 -2.5783
H -0.0331 -2.0874 2.8978
H -4.1948 -7.0717 -0.1957
H 1.8101 7.6171 -3.2233
H 4.4161 4.8759 3.2820
H 5.0244 2.4800 -1.7904
H 4.2494 -1.5915 -1.9453
H -0.5118 6.4709 -2.8362
H 1.5238 -4.9150 2.5199
H -0.4686 2.5837 4.3715
H 3.5090 -2.9849 -2.4595
H -8.9295 -3.5198 -0.7285
H -7.5272 -2.8846 0.1724
H -6.8200 1.3187 0.6263
H -7.3897 -4.3950 -0.7255
H -3.4465 -7.4121 -4.5072
H -1.6694 -4.1779 -2.2229
H -0.3546 1.3084 0.2172
H -6.5668 2.7989 -1.6814
H -0.4837 0.2140 5.3371
H -0.3039 -9.5219 2.3918
H -4.1450 -2.6594 -4.5800
H 2.8815 -2.2453 -4.7669
H -3.9017 3.3531 -3.6734
H 4.2334 0.1125 5.4615
H 2.7761 -4.4728 1.2991
H 2.2156 2.2063 -3.3751
H -1.3866 -1.3308 -4.8566
H 6.3552 -0.2042 -2.5059
H -4.1824 3.6540 2.0438
H 2.2925 -8.0252 1.7809
H -1.6674 -1.6071 2.6111
H -4.1813 -2.6278 3.4961
H 5.6320 2.1864 -3.3491
H 1.8620 -1.4986 -3.7056
H -5.8560 -2.1091 -4.8320
H -6.1123 -4.0889 3.9875
H 6.2574 4.3729 6.4972
H 6.9216 -1.2212 1.5981
H 0.3637 7.6567 5.2002
H 1.2673 -9.7355 3.2239
H 1.8747 -4.9649 -6.0161
H -2.7173 0.6232 -0.3708
H 6.0416 4.6183 2.6095
H 3.0159 1.1091 4.6991
H -4.8926 2.8052 -1.3567
H 2.7565 -6.0605 2.1451
H -2.4097 -1.2851 6.9113
H -3.0241 7.0695 0.5176
H 4.4143 1.0027 -2.5672
H -0.1009 8.1145 0.7523
H -1.8956 0.4162 -6.5786
H 2.0166 6.4956 -4.6161
H 0.9606 5.8545 1.3892
H -3.2551 -5.6631 -4.0352
H -2.8489 4.5138 2.9926
H 6.2277 0.2828 2.2673
H -2.8524 -6.4742 -1.1271
H 1.4769 8.6705 7.1009
H 5.1400 3.0797 0.9862
H -5.2496 -4.4487 2.5308
H 2.6896 6.0446 1.7255
H -1.0472 -2.9816 1.7682
H -0.1916 0.3328 -6.1004
H 0.1292 -8.3816 3.5284
H -2.2026 0.0247 8.1903
H -6.8168 0.2456 2.5458
H 1.5031 7.3682 2.0536
H 4.4620 4.7256 0.7530
H -3.9611 5.4007 2.0537
H -1.8580 -0.0931 4.2749
H -2.9339 -5.0928 1.0276
H -2.0770 7.3159 2.0361
H -2.5789 -0.2114 -4.1945
H -7.9044 -1.6183 -2.0672
H -1.5963 -0.1052 -1.6457
H 5.0874 5.0679 5.2550
H -2.2301 -1.0878 -0.2180
H 2.7439 -1.3230 -6.9016
H -2.2047 2.8711 -3.2974
H 2.5836 7.2782 6.8251
H -0.7051 7.3981 -0.7553
H -1.3319 8.9204 -0.1788
H 1.5648 8.7035 4.3772
H 9.0179 1.8931 -4.4959
H -0.7741 -0.1168 -3.8408
H -7.4513 -3.0943 -2.8873
H 2.9649 8.9577 6.1738
H -2.6095 -7.0614 -3.0689
H 2.3526 0.4509 -7.0421
H -3.8831 -3.3868 5.0026
H -3.3531 -4.0981 -0.3653
H -5.7091 -0.4097 3.6676
H 4.7756 -2.3735 -3.4052
H 0.8334 -6.7547 -3.6321
H -5.0574 -5.5135 3.9082
H -5.8281 1.3632 3.4506
H 6.2790 0.4844 -0.8988
H 5.5868 -1.3794 3.7932
H -5.8937 3.6560 -0.1907
H 1.1526 -6.5030 -6.2107
H 3.6989 -0.1992 -7.8042
H 2.5558 0.0710 6.1241
H 1.3109 -9.0187 0.8111
H 3.4977 0.3338 -0.1552
H 0.0250 -3.6226 -1.9439
H -1.2733 0.3093 1.3695
H -3.7892 -0.9025 8.1147
H 7.6688 0.7947 -4.5851
H -3.5216 1.6346 -3.6095
H -4.6503 -4.7473 0.6695
H 2.7154 -6.3643 -5.2942
H -1.8770 2.1426 3.3289
H 3.4697 3.4528 1.4705
H 2.4970 0.4169 1.3416
H 0.6158 7.7226 -4.4968
H 4.6721 3.6247 6.2764
H 5.3009 -0.5725 0.9461
H -0.2481 1.4343 3.1012
H 3.1370 3.5918 -2.6489
H -5.9405 0.6253 -0.7108
H 1.4920 -5.1134 -3.4859
H -0.0878 5.2453 -4.0352
H -5.5016 -3.6730 -4.0297
H 5.1439 -2.4493 2.5247
H 9.2659 0.1237 -4.9807
H 2.2118 1.5828 -0.1126
```

Version ii
Entry from the OMol25 dataset: 16 unconnected molecules or ions with the total composition C48H128O48S16 (wB97M-V/def2-TZVPD).

The value obtained for the HOMO energy is -10.85 eV.

```
240
C48H128O48S16 (wB97M-V/def2-TZVPD)
S 3.2207 12.7009 -0.5205
S -6.6972 5.2000 -0.6130
S 0.8180 -0.8428 -0.9321
S -6.6610 0.3769 8.8451
S 6.6461 -6.4195 2.3377
S -1.3716 -7.0449 -6.5231
S -7.3978 -9.5432 8.6304
S 8.1909 -8.0202 -6.7676
S -10.0518 -4.7685 -2.7175
S 0.6554 -6.3515 12.4009
S -5.5015 1.8978 -10.9071
S 4.0363 -0.4604 -12.2649
S 4.5052 2.7158 6.6601
S 11.5937 1.7221 1.2509
S 0.1705 6.5922 -6.5235
S -1.7668 7.2302 8.2281
O -7.1179 -9.6022 7.2056
O -11.3868 -5.2310 -3.1089
O 5.3672 -0.2793 -13.2372
O -2.2625 -7.3428 -5.4017
O 8.0016 -6.6835 -5.7343
O 0.1854 6.7550 -8.1907
O 7.7646 -6.9277 1.5332
O -7.4122 -11.0792 9.2630
O 10.2681 1.7121 0.2513
O 11.5696 2.9709 2.0492
O -7.1828 1.8965 8.4634
O -8.5898 -8.8695 9.2696
O 1.9157 -1.6280 -0.4402
O 6.7311 -6.4671 3.8022
O -2.2567 6.2230 9.1788
O -0.7477 5.4930 -6.1937
O 8.6642 -7.5190 -8.0424
O 11.6407 0.3836 1.9057
O -2.4554 8.5029 7.9005
O -9.8186 -4.9084 -1.0574
O -8.8694 -5.3910 -3.3702
O 0.7070 -0.6000 -2.3863
O -0.1929 7.6218 8.6334
O 8.9148 -9.1231 -6.1144
O 5.2343 -7.1605 1.8604
O 3.8530 3.7190 5.8077
O -6.3130 0.9748 -10.1110
O -7.8193 -0.5201 8.8421
O -0.5959 -1.5856 -0.5079
O 1.5111 6.7125 -6.0184
O 3.9586 -1.8158 -11.7400
O -7.0759 3.8942 -0.0491
O -5.4101 5.8039 -0.2602
O 0.0697 -7.6510 12.0642
O 1.8551 12.7013 0.0076
O -5.2788 3.2479 -10.4144
O 3.4773 12.7897 -2.0102
O -1.3549 -8.2686 -7.6857
O -7.9246 6.2827 -0.2896
O 3.6933 2.6670 8.1094
O 1.1174 -5.6357 10.9425
O -5.5007 0.0415 8.0473
O -0.1221 -5.3466 13.1054
O 0.0308 -6.6795 -6.2614
O -5.9439 1.9087 -12.5415
O 4.0744 13.9622 0.1314
O 2.8992 0.2088 -12.9221
O 4.7181 1.4186 6.1092
C 7.2443 -4.4780 -5.3390
C 1.6287 -6.5076 9.9495
C 7.5676 -5.4793 -6.4134
C 6.3655 -8.4729 -6.9814
C -8.5413 2.2404 8.3147
C 6.0864 3.4198 7.3833
C 4.5878 0.6849 -11.0446
C -5.8528 -8.8035 9.2883
C 3.7173 1.5139 8.8727
C -7.6738 7.7048 -0.3417
C 1.6642 -5.7913 8.5667
C 0.6492 0.8165 -0.0401
C -2.3540 -10.0635 -8.8054
C -8.5762 -4.6254 -0.5323
C 9.6848 2.8993 -0.1854
C -6.1774 0.6398 -13.1901
C 0.9735 7.5905 -10.2364
C -3.7583 1.2742 -11.0274
C -6.7772 0.8513 -14.5610
C 0.7503 7.9046 -8.7674
C -6.8824 5.1593 -2.4122
C 4.9061 15.2399 1.9980
C 12.8115 1.8068 -0.1005
C 4.1648 11.2637 0.2307
C 0.0488 8.0613 10.0191
C -8.7245 -3.6853 0.6850
C -1.2565 -3.2830 0.9159
C -0.6581 -1.8866 0.8592
C 3.7803 14.4138 1.4772
C -2.1636 -5.6753 -7.4844
C -8.6431 3.7515 8.5392
C 6.9796 1.5590 -13.3001
C -7.1640 -11.2028 10.6369
C -0.8218 8.0722 -5.9966
C -2.5841 -8.7790 -8.0305
C 2.3067 1.2515 9.3673
C 5.6256 0.9659 -13.7292
C -7.2011 8.0904 1.0252
C 6.3601 -4.7271 1.8950
C -6.0932 0.7319 10.5483
C -9.9066 -2.9638 -2.9075
C 9.0574 2.6149 -1.5528
C 1.3084 8.9023 10.2066
C -7.0396 -12.6927 10.9085
C 4.9798 -7.2535 0.4775
C 2.2627 -6.5188 13.2255
C 4.0542 -8.4100 0.1646
C -1.3655 6.2173 6.7537
H 4.0477 0.6174 8.3480
H 2.6206 -6.9016 10.1706
H 0.1070 8.7789 -8.6680
H 9.8531 2.1214 -2.1109
H 1.0684 9.7521 10.8456
H -7.8498 -3.0385 0.7535
H 1.3987 8.4384 -10.7735
H -8.5030 4.0713 9.5718
H -6.7270 -0.0365 -15.1914
H 5.9401 -7.6207 -7.5114
H -1.7480 8.0703 -6.5713
H -7.1105 -12.8415 11.9860
H 6.2554 -9.4377 -7.4765
H -6.1399 1.6273 -14.9851
H -8.6874 -4.1802 1.6554
H 2.9155 -6.9540 12.4688
H -6.2805 4.3440 -2.8137
H 12.4959 0.9628 -0.7139
H 0.2755 -1.8690 1.4216
H 2.5280 -5.1737 8.3210
H 6.6914 -5.6144 -7.0476
H -3.9325 0.3380 -11.5578
H -6.5434 7.3929 1.5438
H 4.6761 15.5919 3.0036
H -7.8371 -13.1882 10.3547
H -5.4965 -0.1153 10.8864
H 6.9451 1.9559 -12.2856
H 8.1368 -4.3885 -4.7197
H 2.5598 -5.4861 13.4077
H -9.6197 -3.0685 0.6057
H -7.9502 -4.0637 -1.2257
H -8.0946 8.1238 1.6486
H -7.1063 7.9937 -1.2263
H 4.5031 -6.3062 0.2259
H -2.3208 5.8948 6.3396
H -0.9637 7.9958 -4.9186
H 7.7865 0.8397 -13.4402
H 0.9941 -7.3933 9.9187
H -10.9430 -2.6597 -2.7611
H -6.2678 -10.6174 10.8425
H -0.3125 1.2587 -0.3000
H -8.8522 1.9584 7.3087
H 2.8273 14.9382 1.4063
H 2.1144 0.3631 9.9689
H 4.1823 11.3172 1.3192
H 5.5970 0.9181 -14.8178
H 6.4527 -4.9150 -4.7304
H 1.7469 -6.4258 7.6842
H 3.9600 0.5840 -10.1593
H 4.5957 1.7354 -11.3350
H 2.2157 -7.1422 14.1184
H 3.7280 13.5375 2.1233
H 5.8329 -7.1877 -0.1978
H -6.8229 0.0196 -12.5682
H 1.7412 9.1927 9.2493
H 4.4488 -9.3505 0.5490
H 0.7060 0.7405 1.0458
H -1.3118 -1.2674 1.4736
H 0.1267 7.2181 10.7054
H 6.6754 2.6339 7.8561
H 1.6066 1.2236 8.5323
H -3.3003 -10.4807 -9.1498
H 2.1348 2.1312 9.9876
H -7.9071 -10.7725 11.3082
H -0.7629 -4.0852 0.3674
H -9.1683 1.7643 9.0686
H 4.3878 1.5850 9.7292
H -3.2205 -5.9380 -7.5304
H -3.0597 -8.1003 -8.7385
H 5.7358 4.1938 8.0660
H -3.2770 1.2685 -10.0495
H -7.8202 1.1540 -14.4687
H 10.3760 3.7324 -0.3131
H 3.0405 -8.3905 0.5650
H 2.1355 8.3830 10.6906
H 1.6513 8.1068 -8.1883
H 5.5738 0.3152 -10.7629
H 6.0268 -8.4759 -5.9454
H -9.5896 4.1026 8.1281
H 6.9971 -3.5219 -5.8002
H 0.7301 -5.2369 8.4763
H -1.5499 -3.6168 1.9112
H 1.4921 1.4567 -0.3004
H -9.4283 -2.6458 -3.8339
H -0.2091 8.8409 -6.4675
H 5.1280 11.3107 -0.2774
H -7.8377 4.2351 7.9865
H -2.0284 -10.7875 -8.0584
H -8.6205 8.1645 -0.6254
H 4.8329 1.7004 -13.5867
H -0.7665 5.3849 7.1231
H -0.7793 8.5834 10.4984
H -7.9832 -5.5304 -0.4003
H 0.0915 7.1465 -10.6979
H -3.2006 -8.9256 -7.1436
H 4.7552 16.0986 1.3438
H -6.6461 6.1353 -2.8360
H 6.6950 3.7909 6.5586
H 8.7912 3.4615 -2.1856
H -6.6624 9.0374 1.0594
H -5.1191 -9.6092 9.3111
H -0.6858 6.7921 6.1245
H -1.5913 -5.4771 -8.3906
H -5.5079 1.6506 10.5885
H 5.3394 -4.4624 2.1710
H -1.9851 -4.8744 -6.7669
H -7.0295 0.6693 11.1029
H -6.0804 -13.0697 10.5538
H 7.1974 2.4099 -13.9455
H 8.9039 3.1706 0.5250
H -3.2701 2.0257 -11.6479
H -9.2490 -2.6804 -2.0857
H 13.7779 1.7480 0.4001
H -5.6751 -8.0201 8.5515
H -1.5307 -9.9931 -9.5163
H 6.4857 -4.6190 0.8176
H -7.9508 4.9505 -2.4678
H -2.1823 -3.3181 0.3417
H 7.0553 -4.1430 2.4980
H 12.6990 2.7442 -0.6453
H 4.0121 -8.4745 -0.9226
H -6.2427 -8.3160 10.1819
H -5.2159 0.1372 -13.2961
H 3.6592 10.3325 -0.0248
H 1.7154 6.7923 -10.2617
H 8.3933 -5.1232 -7.0293
H 5.9397 14.8989 1.9392
H 8.1150 2.0726 -1.4759
```

Consider the structures shown above. The most stable of them is version i.